Entry from OMol25: C31H20N4RuS as an isolated structure (ωB97M-V/def2-TZVPD).

Structure (XYZ):
```
57
Properties=species:S:1:pos:R:3:mulliken_charge:R:1
Ru -0.66443 0.19623 0.48394 0.792
C 1.82406 3.67673 0.47253 -0.961
C 0.79236 2.83765 0.93161 -0.277
N 0.15464 1.99530 0.16380 -0.148
C 0.64104 1.72966 -1.18284 1.639
C 1.39274 2.89915 -1.76420 -0.112
C 2.08994 3.72355 -0.87973 -0.736
C 1.28519 3.19206 -3.13001 -1.077
C 0.26009 2.66044 -3.86301 -1.106
C -0.70245 1.76187 -3.29607 -0.460
C -0.56026 1.29385 -2.03757 0.502
N -1.35569 0.39330 -1.33812 -0.143
C -2.26967 -0.54950 -1.80191 0.533
C -2.78725 -0.73202 -3.06208 -0.639
C -3.73800 -1.74810 -3.30697 -1.162
C -4.16861 -2.58645 -2.32219 -0.892
C -3.62510 -2.46229 -1.02163 1.053
C -3.96353 -3.30506 0.05633 -0.400
C -3.35820 -3.14093 1.27376 -1.019
C -2.39952 -2.13845 1.42867 -0.119
N -2.06294 -1.32496 0.44066 -0.044
C -2.67399 -1.45946 -0.78254 0.372
H 2.31168 4.34370 1.16766 0.467
H 0.47840 2.87337 1.96911 0.411
H 2.76514 4.47257 -1.27694 0.473
H 1.94460 3.93432 -3.56344 0.470
H 0.12741 2.96820 -4.89180 0.418
H -1.55742 1.49300 -3.89263 0.494
H -2.47893 -0.10987 -3.88403 0.224
H -4.13609 -1.85318 -4.30752 0.391
H -4.90877 -3.34988 -2.52303 0.420
H -4.70415 -4.08198 -0.09198 0.453
H -3.59892 -3.77769 2.11281 0.415
H -1.87826 -1.99956 2.36878 0.574
S 3.07702 -0.57306 2.73341 -0.418
C 1.77373 -0.67367 3.89793 0.975
C 1.84914 -0.99677 5.24051 -0.586
C 0.68061 -0.99240 5.99304 -0.591
C -0.53411 -0.65317 5.40636 -0.841
C -0.60665 -0.32428 4.06025 -0.368
C 0.55643 -0.35493 3.29847 -0.392
N 0.65492 -0.07007 1.94767 -0.117
C 1.95857 -0.11008 1.45900 0.281
C 2.38466 0.04621 0.11380 1.059
C 3.68009 -0.50341 -0.17274 -1.762
C 4.09616 -0.82884 -1.43045 -0.762
C 3.25162 -0.61925 -2.53194 -1.068
C 2.07653 0.06199 -2.32611 -0.453
C 1.63353 0.48809 -1.06523 1.849
H 2.79910 -1.24288 5.69710 0.421
H 0.71957 -1.24466 7.04362 0.407
H -1.43136 -0.63344 6.01095 0.408
H -1.54652 -0.02392 3.60879 0.584
H 4.33837 -0.73500 0.65464 0.396
H 5.07531 -1.26892 -1.56805 0.424
H 3.54500 -0.92149 -3.52768 0.443
H 1.49318 0.34841 -3.19274 0.308
```

Values from the calculation:
- electronic energy (eV) = -51840.7085
- relative energy (zero: lowest compared OMol25 entry of this formula, charge and spin) (kJ/mol) = 0.00
- multiplicity = 6
- strongest force on any atom (eV Å⁻¹) = 0.78
- HOMO-LUMO gap (spin up / spin down) (eV) = 4.719 / 5.474
- total charge = +1